1.
# C52H127N9O12

9 unconnected molecules or ions with the total composition C52H127N9O12 at a distorted geometry (ωB97M-V/def2-TZVPD, the Open Molecules 2025 dataset).

Results
HOMO-LUMO gap ... 8.53 eV
ΔE to the lowest compared entry with this formula, charge and spin ... 7.650 eV
DFT total energy ... -93945.948 eV
Max |F| ... 4.49 eV/Å

Structure (XYZ):
```
200
C52H127N9O12, DFT ωB97M-V/def2-TZVPD
O -1.469 -5.340 -10.493
O 1.877 3.322 -9.151
O 1.583 10.349 6.440
O 7.102 6.834 -0.641
O 0.126 -7.657 -4.028
O -1.519 0.144 -1.606
O 5.209 -4.723 -5.311
O -2.462 4.247 -11.033
O 3.422 -0.262 11.531
O 0.231 -4.634 7.581
O -14.763 -2.660 6.789
O -8.442 -1.176 6.325
N 0.946 -0.290 0.531
N 4.324 -0.294 10.320
N 6.574 10.430 -0.475
N 2.418 -4.258 5.594
N -2.297 -4.765 -11.456
N -11.917 -2.287 6.762
N -0.841 4.400 -8.352
N 2.748 -6.079 -3.825
N 0.175 8.566 9.497
C -10.429 -2.483 6.733
C 0.168 9.585 8.404
C 4.877 -4.761 -3.959
C 6.964 9.164 -1.030
C -0.851 -8.641 -4.370
C 1.346 -5.333 5.601
C -3.420 -6.887 -12.135
C 1.461 3.518 -7.838
C -2.629 -5.687 -12.605
C -16.226 -2.891 7.119
C 7.150 8.058 -0.009
C 6.753 0.409 8.862
C 0.515 4.774 -7.877
C 1.351 -8.104 -3.303
C -9.664 -1.165 7.075
C 8.160 9.406 -1.963
C 5.581 -1.094 10.549
C -7.827 0.186 6.356
C -2.039 -3.312 -11.681
C 4.367 1.046 9.676
C -14.119 -1.669 7.600
C 0.135 -4.660 6.211
C -3.600 -4.917 -13.625
C 6.312 -0.665 11.858
C 2.321 -6.941 -2.738
C 2.577 2.077 -9.327
C 7.751 5.750 -0.014
C -1.173 -1.227 -1.905
C 1.922 -6.680 6.030
C -0.600 -3.087 -12.252
C -0.409 0.884 -1.153
C -3.575 4.381 -12.056
C -2.967 -2.679 -12.801
C 5.111 -2.635 10.501
C -3.225 -3.489 -14.038
C 0.738 10.390 5.265
C 0.633 10.804 9.135
C 4.627 -5.629 -6.269
C 1.426 9.334 7.431
C 0.021 0.842 0.382
C 3.028 1.409 9.098
C -0.680 -3.822 8.229
C 4.791 2.110 10.536
C 0.835 2.114 0.732
C -1.421 -6.129 -13.441
C -12.580 -1.989 7.986
C -2.322 -2.668 -10.221
C 5.334 1.030 8.444
C -1.524 5.468 -8.974
C -2.744 4.826 -9.767
C 6.559 -0.948 9.434
C 3.374 -4.806 -3.515
H 1.643 10.721 9.536
H -1.700 -3.804 7.843
H 5.568 2.053 8.150
H 7.559 -1.153 9.817
H -0.704 1.931 -1.211
H 3.057 1.944 -10.297
H 0.972 8.761 10.086
H 3.613 -5.237 -6.351
H -2.381 -3.619 -14.715
H -1.899 6.144 -8.206
H 5.431 -3.904 -3.576
H 5.086 0.580 7.483
H -0.180 11.003 9.833
H -0.980 -5.639 -14.310
H -12.295 -1.097 8.544
H -2.221 -1.586 -10.139
H 2.767 -4.010 6.509
H 5.759 -0.571 12.793
H -10.203 -3.003 5.802
H -16.316 -3.209 8.158
H 6.707 0.329 11.649
H -3.880 -2.464 -12.246
H -0.301 -9.483 -4.791
H -0.582 -6.258 -12.757
H 0.482 7.656 9.185
H -0.523 -3.463 -13.272
H 0.202 3.000 0.782
H 7.536 5.797 1.053
H -3.607 -7.608 -12.931
H 0.518 -1.128 0.164
H 1.902 -8.669 -4.055
H -0.571 -1.747 -1.160
H -3.995 5.367 -12.254
H 5.129 -5.485 -7.226
H -0.802 0.768 1.092
H 1.842 -6.339 -1.966
H 1.050 -5.520 4.569
H 5.785 10.289 0.139
H 2.589 0.683 8.414
H 7.254 10.892 0.112
H -4.593 -4.943 -13.177
H -12.341 -2.797 6.001
H 4.494 -2.980 11.330
H -3.282 4.054 -13.054
H -4.100 -3.075 -14.537
H 7.323 0.309 7.938
H -0.646 -5.342 5.875
H 7.333 4.880 -0.521
H 2.306 9.313 8.075
H 0.990 9.511 4.671
H 6.044 -3.196 10.453
H 4.418 -2.616 9.660
H 5.852 2.246 10.741
H 9.041 9.785 -1.446
H 6.274 -1.589 8.600
H 1.804 -6.796 7.108
H -7.741 0.589 7.365
H 1.217 -8.853 -2.522
H 1.429 -7.453 5.442
H 2.308 1.466 9.914
H -4.384 -6.758 -11.642
H -1.479 -8.254 -5.173
H 1.607 2.203 -0.032
H 2.985 -6.778 5.813
H 0.448 0.738 -1.810
H -0.003 -3.613 5.941
H 4.317 2.183 11.515
H 1.948 -6.118 -4.440
H 8.834 5.763 -0.133
H 2.980 2.376 8.598
H -1.399 -9.062 -3.526
H -0.318 -2.035 -12.288
H -0.679 -1.154 -2.874
H 1.152 -0.535 1.488
H -14.075 -0.743 7.027
H -0.596 3.920 -9.206
H 7.334 0.954 9.605
H 8.443 8.481 -2.466
H 7.047 -1.455 12.015
H -3.748 -5.288 -14.639
H 0.999 2.627 -7.412
H -1.595 -3.182 -9.593
H -14.684 -1.414 8.496
H 4.594 -6.665 -5.933
H -2.503 -1.742 -13.110
H -8.478 0.804 5.738
H -1.664 -7.098 -13.878
H 5.445 -5.543 -3.453
H 8.192 8.139 0.299
H -3.006 -7.513 -11.345
H -2.034 -5.610 -9.765
H -3.411 5.659 -9.991
H -0.760 9.908 7.930
H 0.872 11.336 4.740
H -0.284 10.404 5.645
H 1.345 2.050 1.693
H -16.333 -3.675 6.370
H -3.197 4.125 -9.066
H -0.749 -4.320 9.196
H -4.526 3.938 -11.761
H 3.125 -4.751 5.066
H -16.740 -1.930 7.093
H -10.385 -0.382 6.839
H -12.524 -2.866 8.631
H 1.506 8.312 7.062
H 2.747 -4.119 -4.084
H 2.328 3.752 -7.221
H 4.752 3.082 10.045
H -9.265 -1.087 8.086
H 0.111 -3.620 -11.620
H -3.248 -2.862 -9.680
H 1.961 1.179 -9.270
H -6.952 0.056 5.718
H 6.471 8.054 0.844
H -10.199 -3.237 7.486
H 0.889 5.440 -8.655
H 0.552 11.669 8.476
H 3.304 1.838 -8.550
H 7.912 10.128 -2.742
H -2.073 -1.799 -2.128
H 3.388 -4.692 -2.432
H 0.252 5.282 -6.949
H -0.402 -2.771 8.317
H -0.904 5.877 -9.771
H 2.727 -0.872 11.274
H 3.207 -7.364 -2.266
H 6.193 8.768 -1.691
```

***

2.
# C18H44N3O9P2SSi2

2 unconnected molecules or ions with the total composition C18H44N3O9P2SSi2 at a distorted geometry (ωB97M-V/def2-TZVPD, the Open Molecules 2025 dataset).

Results
HOMO-LUMO gap ... 7.07 eV
DFT total energy ... -87455.898 eV
Max |F| ... 2.29 eV/Å
Total charge ... -1

Structure (XYZ):
```
79
C18H44N3O9P2SSi2, DFT ωB97M-V/def2-TZVPD
S 6.860 -3.842 0.239
P 8.087 -0.514 0.354
P 4.843 -1.374 2.083
Si -8.851 2.863 -0.149
Si -5.811 2.686 -0.715
O 8.192 -0.322 1.916
O 3.537 -0.556 2.569
O 5.508 1.715 -0.198
O 5.660 1.316 2.004
O 5.820 -1.425 3.171
O 4.268 -2.865 1.799
O -0.823 1.565 -0.455
O 9.071 -1.770 0.102
O -7.441 2.650 -0.966
N 8.570 0.752 -0.394
N 6.580 -1.078 -0.148
N -0.294 -0.669 -0.175
C 5.544 0.986 0.805
C -5.322 1.419 0.573
C 1.929 -1.692 0.011
C 3.247 -1.735 -0.762
C -0.822 -0.834 1.190
C 4.205 -0.534 -0.606
C -4.911 2.298 -2.298
C -1.953 0.043 -1.881
C -0.998 0.429 -0.791
C 6.575 -2.356 -0.820
C -10.299 2.619 -1.299
C 5.343 -0.582 0.473
C 5.515 -4.921 -0.305
C -8.985 1.630 1.253
C -8.936 4.591 0.565
C 1.157 -0.374 -0.151
C 5.818 -6.394 0.008
C -5.281 4.378 -0.120
H -5.609 5.155 -0.814
H 7.410 -2.364 -1.516
H -8.169 4.742 1.327
H -8.868 0.609 0.884
H -8.216 1.807 2.008
H 5.685 -2.521 -1.416
H 2.032 -1.982 1.053
H -0.505 -1.794 1.589
H 4.761 -0.451 -1.536
H -2.939 -0.157 -1.467
H -4.194 4.427 -0.040
H 7.873 1.132 -1.018
H -4.235 1.381 0.672
H -11.234 2.762 -0.755
H 1.402 0.014 -1.138
H -9.960 1.708 1.738
H 6.005 -6.962 -0.899
H -9.911 4.762 1.028
H 4.568 -4.616 0.133
H 3.263 0.084 1.901
H -5.678 0.424 0.295
H -10.272 3.334 -2.124
H -10.301 1.612 -1.722
H -3.835 2.323 -2.120
H -5.175 1.304 -2.666
H -5.741 1.667 1.551
H 3.647 0.391 -0.516
H -1.985 0.817 -2.642
H -5.145 3.025 -3.078
H -0.453 -0.035 1.839
H -1.910 -0.816 1.154
H -8.793 5.342 -0.214
H 9.719 -1.747 0.817
H 6.633 -6.485 0.720
H 1.279 -2.451 -0.431
H 4.931 -6.838 0.461
H -5.704 4.602 0.862
H 2.965 -1.777 -1.820
H 8.365 0.609 2.103
H -1.594 -0.870 -2.349
H 5.396 -4.800 -1.382
H 1.391 0.336 0.645
H 3.747 -2.682 -0.572
H 3.750 -3.125 2.571
```